1.
Below is a molecular structure, C27H34BrGdN7O4SSe at a distorted geometry, with properties calculated with wB97M-V/def2-TZVPD.

```
76
Properties=species:S:1:pos:R:3:forces:R:3:lowdin_spin:R:1
Gd -0.616 -0.249 0.319 3.002 -1.394 3.261 5.02
C 2.255 0.993 -0.782 -0.055 0.363 0.035 0.00
C 1.607 2.345 -0.430 0.267 -0.498 -0.120 0.00
N 0.221 2.157 0.034 -0.298 0.453 -0.307 0.00
C -0.116 2.895 1.262 0.115 0.005 0.377 0.00
C 0.594 2.301 2.494 -0.217 0.170 -0.481 0.00
N 0.488 0.825 2.522 -0.228 -0.097 0.352 -0.01
C 1.786 0.151 2.742 0.267 -0.101 -0.174 0.00
C 2.743 0.293 1.545 -0.446 -0.048 0.379 0.00
N 2.042 -0.002 0.284 0.132 -0.231 -0.366 0.00
H 1.782 0.602 -1.693 0.151 0.050 0.099 0.00
H 3.323 1.155 -0.984 -0.151 -0.039 -0.082 0.00
H 2.184 2.842 0.351 -0.022 0.032 -0.036 0.00
H 1.655 2.983 -1.317 -0.055 0.018 0.122 0.00
H -0.420 2.489 -0.689 0.225 0.018 0.167 0.00
H 0.155 3.957 1.186 -0.112 -0.104 -0.004 0.00
H -1.204 2.834 1.392 0.171 0.001 -0.039 0.00
H 1.651 2.576 2.478 -0.056 0.014 0.050 0.00
H 0.160 2.754 3.390 0.100 -0.086 -0.061 0.00
H -0.109 0.567 3.308 0.144 0.058 -0.168 0.00
H 2.292 0.526 3.642 -0.108 -0.089 -0.059 0.00
H 1.578 -0.915 2.885 0.008 0.109 0.046 0.00
H 3.175 1.294 1.504 -0.032 -0.003 0.008 0.00
H 3.574 -0.397 1.715 -0.024 0.077 -0.100 0.00
H 2.382 -0.899 -0.065 -0.202 0.147 0.067 0.00
Se -1.635 -5.396 -1.272 0.302 -1.140 -1.065 1.04
N -3.158 -4.638 -1.050 -0.951 -1.571 -0.199 0.44
C -3.358 -3.773 -0.072 0.584 2.052 0.436 0.02
C -4.632 -3.350 0.360 0.471 -0.328 -0.294 0.09
C -4.741 -2.207 1.116 0.409 0.370 0.491 0.00
C -3.601 -1.474 1.434 -0.451 -0.068 0.135 0.10
N -2.364 -1.855 1.063 0.066 -0.580 0.044 0.00
C -2.231 -3.008 0.398 -0.435 0.367 0.414 0.06
N -0.977 -3.452 -0.014 -0.278 0.061 -0.105 0.16
H -5.492 -3.930 0.066 -0.115 0.005 -0.116 0.00
H -5.703 -1.869 1.467 -0.069 0.070 0.029 0.00
H -3.661 -0.565 2.023 -0.083 0.005 -0.183 0.01
Br 2.697 -6.558 -0.805 -0.267 0.189 0.006 0.00
C 1.559 -5.062 -0.510 -0.011 -0.365 0.886 0.01
C 1.536 -4.046 -1.521 0.180 0.710 -0.268 0.01
C 0.999 -2.837 -1.265 -0.084 -0.134 0.035 0.01
C 0.186 -2.528 -0.060 0.212 -0.102 -0.340 0.03
C 0.111 -3.725 0.908 -0.190 0.595 0.573 0.02
C 0.943 -4.897 0.676 0.369 -0.353 -0.537 0.01
H 2.070 -4.241 -2.439 0.061 0.067 -0.101 0.00
H 1.126 -2.037 -1.991 0.075 -0.100 -0.052 0.00
H -0.136 -3.536 1.954 0.035 0.091 -0.122 0.00
H 1.086 -5.590 1.488 0.077 -0.125 0.080 0.00
C -7.016 4.935 3.473 -0.012 0.061 0.036 0.00
C -6.346 4.730 2.151 0.038 -0.038 -0.005 0.00
C -7.098 4.473 1.008 0.145 0.037 -0.097 0.00
C -6.483 4.330 -0.222 -0.181 0.044 0.050 0.00
C -5.109 4.436 -0.302 0.315 -0.207 -0.468 0.00
C -4.339 4.677 0.817 0.203 0.019 0.015 0.00
C -4.960 4.824 2.044 -0.096 0.014 -0.088 0.00
S -4.333 4.252 -1.890 -0.178 -0.351 -0.172 0.00
O -4.762 5.268 -2.797 -0.236 -0.006 -0.044 0.00
O -2.909 4.084 -1.685 -0.260 -0.049 0.324 0.00
N -5.040 2.823 -2.419 0.177 0.929 0.067 0.00
C -4.484 1.607 -1.881 0.318 -0.246 0.381 0.00
C -3.085 1.278 -2.415 -0.014 -0.137 0.247 0.00
C -2.174 0.699 -1.363 -1.442 0.927 -1.413 0.00
O -1.131 0.084 -1.722 0.248 -0.159 -1.664 0.00
O -2.405 0.887 -0.140 -1.356 0.837 0.107 0.00
H -7.997 4.466 3.496 -0.017 -0.024 0.056 0.00
H -7.152 6.003 3.650 -0.026 0.010 0.073 0.00
H -6.405 4.536 4.281 -0.050 -0.001 0.080 0.00
H -8.172 4.390 1.085 -0.113 -0.002 -0.001 0.00
H -7.046 4.135 -1.118 -0.195 -0.045 -0.091 0.00
H -3.269 4.751 0.700 0.134 0.015 0.090 0.00
H -4.372 5.022 2.929 0.059 0.019 0.064 0.00
H -5.181 2.831 -3.417 -0.033 0.242 -0.235 0.00
H -5.178 0.783 -2.070 0.028 0.148 0.109 0.00
H -4.416 1.769 -0.801 -0.077 -0.288 -0.073 0.00
H -2.617 2.226 -2.703 0.111 -0.263 -0.059 0.00
H -3.092 0.620 -3.283 0.025 -0.022 -0.002 0.00
```
Positions in Å, forces in eV/Å.

Values from the calculation:
E_HOMO (alpha / beta) in eV: -9.0 / -10.4
ΔE to the lowest compared entry with this formula, charge and spin in kcal per mole: 139.65
Strongest force on any atom in eV/Å: 4.6
Spin multiplicity: 8
Total charge: +1
Orbital gap (alpha / beta) in hartree: 0.24231 / 0.25756
⟨S²⟩: 16.100
Lowest unoccupied orbital energy (alpha / beta) in eV: -2.43 / -3.40
Calculated total energy in hartree: -7872.458594

2.
Below is a molecular structure, C27H34F3Ge2MgN4O4S, with properties calculated with wB97M-V/def2-TZVPD.

```
76
Properties=species:S:1:pos:R:3:forces:R:3:mulliken_charge:R:1
Mg 0.940 3.267 -0.163 -0.115 0.068 -0.059 1.36
C -3.592 0.501 -3.013 -0.007 -0.008 0.006 -1.52
C -2.107 0.527 -2.655 0.031 -0.009 0.028 -0.27
Ge -1.634 -0.523 -1.066 -0.033 0.078 -0.083 0.29
C -2.696 0.074 0.489 0.027 -0.011 0.023 0.08
C -4.054 -0.622 0.590 -0.001 -0.006 -0.004 -1.41
C -1.750 -2.476 -1.332 -0.021 -0.006 0.010 -0.35
C -0.500 -2.952 -1.173 0.012 0.017 -0.009 -0.72
Ge 0.617 -1.354 -0.739 -0.019 -0.079 0.032 -0.23
C 1.222 -1.483 1.141 0.021 0.029 -0.003 -0.04
C 1.736 -2.873 1.523 -0.012 -0.002 -0.012 -1.30
C 2.108 -0.995 -1.966 0.016 0.023 0.021 -0.22
C 3.449 -1.561 -1.502 0.000 0.001 -0.016 -1.37
C -0.113 -4.372 -1.298 -0.010 -0.010 0.001 0.39
C 1.116 -4.719 -1.859 0.009 -0.006 0.000 0.02
C 1.491 -6.046 -1.993 -0.005 0.004 0.004 -0.72
C 0.649 -7.057 -1.549 -0.004 0.000 -0.005 -0.35
C -0.571 -6.726 -0.976 -0.001 -0.003 0.000 -0.69
C -0.949 -5.398 -0.854 0.007 0.001 0.005 -0.37
H -3.778 1.059 -3.933 0.005 0.001 0.001 0.40
H -4.201 0.949 -2.225 -0.004 0.000 0.001 0.29
H -3.951 -0.519 -3.167 0.003 -0.001 0.001 0.34
H -1.780 1.554 -2.475 0.000 -0.003 -0.011 0.24
H -1.507 0.153 -3.487 -0.013 0.008 -0.001 0.41
H -2.816 1.158 0.420 -0.008 0.004 -0.004 0.00
H -2.112 -0.117 1.393 -0.008 0.003 0.003 0.31
H -4.670 -0.431 -0.291 0.000 -0.002 -0.002 0.28
H -4.617 -0.287 1.465 0.000 0.003 0.001 0.41
H -3.932 -1.704 0.671 -0.001 0.000 -0.001 0.32
H -2.586 -3.127 -1.590 0.003 -0.008 0.000 0.49
H 0.370 -1.222 1.777 0.003 0.001 0.005 0.36
H 2.002 -0.735 1.304 -0.005 -0.008 0.005 -0.02
H 0.972 -3.635 1.361 -0.001 -0.005 0.003 0.33
H 2.032 -2.914 2.574 0.003 -0.002 0.002 0.41
H 2.605 -3.154 0.925 0.009 -0.001 -0.010 0.28
H 2.187 0.089 -2.058 -0.022 -0.002 -0.004 0.16
H 1.824 -1.373 -2.951 0.017 -0.011 -0.007 0.65
H 3.733 -1.131 -0.540 0.019 -0.003 0.010 0.21
H 4.243 -1.319 -2.212 0.000 0.010 0.003 0.41
H 3.431 -2.648 -1.390 -0.012 0.001 0.004 0.30
H 1.777 -3.932 -2.204 -0.005 0.003 0.000 0.36
H 2.447 -6.292 -2.440 0.000 -0.004 0.001 0.39
H 0.945 -8.094 -1.643 0.000 -0.001 0.001 0.37
H -1.230 -7.507 -0.617 0.000 -0.002 -0.001 0.37
H -1.895 -5.143 -0.391 -0.001 0.004 -0.001 0.43
C -0.308 4.959 0.473 -0.044 -0.010 0.030 -1.71
C -0.712 4.540 1.793 0.030 -0.020 -0.037 0.63
C 0.134 4.685 2.919 -0.026 -0.007 0.003 -0.18
C -0.187 4.150 4.145 0.025 0.026 0.007 -0.84
C -1.379 3.439 4.328 -0.017 -0.010 -0.006 0.52
C -2.245 3.295 3.239 0.007 0.014 0.005 -0.39
C -1.922 3.835 2.012 -0.008 0.014 0.016 -0.66
C -1.713 2.884 5.604 -0.001 -0.011 -0.001 0.01
N -1.984 2.437 6.630 0.001 0.003 0.001 -0.58
H 0.376 5.808 0.465 0.010 -0.004 0.013 0.56
H -1.136 5.100 -0.220 0.013 -0.003 -0.016 0.41
H 1.074 5.211 2.795 0.010 0.003 0.009 0.39
H 0.490 4.270 4.982 0.002 -0.001 -0.004 0.46
H -3.176 2.757 3.367 0.001 -0.002 0.003 0.47
H -2.607 3.711 1.181 -0.004 -0.001 -0.010 0.31
F 4.374 1.050 2.745 -0.006 0.007 0.004 -0.25
C 3.676 2.160 2.501 0.009 0.000 -0.006 0.70
F 4.265 3.180 3.124 -0.006 -0.002 -0.007 -0.24
F 2.450 2.002 3.023 0.000 0.002 0.000 -0.21
S 3.567 2.453 0.688 -0.063 -0.010 -0.012 1.23
O 4.919 2.555 0.247 0.015 -0.005 0.007 -0.67
O 2.772 3.699 0.613 0.003 -0.045 -0.006 -0.82
O 2.761 1.340 0.214 0.094 -0.018 0.036 -0.72
N -1.013 2.007 -5.985 -0.004 0.006 -0.005 -0.62
C -0.169 1.938 -5.195 0.014 -0.013 0.023 0.57
N 0.845 1.794 -4.357 0.012 0.016 -0.014 -0.72
C 0.802 2.276 -3.177 -0.103 -0.016 0.029 0.85
N 0.843 2.665 -2.075 0.114 0.018 0.010 -0.49
O 0.104 1.768 0.996 0.041 0.020 -0.006 -0.09
H 0.714 1.091 1.321 0.009 0.004 -0.015 -0.02
H -0.472 2.050 1.724 -0.010 -0.019 0.010 0.04
```
Positions in Å, forces in eV/Å.

Values from the calculation:
E_HOMO in eV: -5.5
ΔE to the lowest compared entry with this formula, charge and spin in kcal per mole: 0.00
Strongest force on any atom in eV/Å: 0.1
Total charge: -1
Orbital gap in hartree: 0.28892
Lowest unoccupied orbital energy in eV: 2.41
Calculated total energy in hartree: -6621.140230

3.
Below is a molecular structure, C27H34N3O9Si2, with properties calculated with wB97M-V/def2-TZVPD.

```
75
Properties=species:S:1:pos:R:3:forces:R:3:mulliken_charge:R:1
C 2.362 0.638 3.149 -0.434 0.129 0.256 -0.80
C 2.245 2.103 3.625 0.295 -0.361 -0.146 -0.41
O 2.415 3.010 2.549 -0.015 0.355 0.235 -0.21
C 3.754 3.365 2.306 0.020 -0.152 -0.077 -0.51
C 3.831 4.135 0.990 0.142 -0.078 -0.063 -0.71
O 3.055 3.507 0.006 0.033 -0.027 -0.124 -0.28
C 1.892 4.197 -0.425 -0.091 0.235 0.064 -0.51
Si 0.445 3.095 -0.957 0.750 -0.277 0.054 -0.03
O -0.365 2.599 0.431 -0.565 0.303 -0.705 0.13
Si -1.978 2.312 0.563 0.222 -0.104 0.365 -0.47
C -3.083 3.441 -0.458 -0.257 0.029 0.099 -0.52
N -4.510 3.101 -0.202 0.253 0.043 -0.120 -0.61
C -2.480 0.551 0.131 -0.145 -0.296 0.041 -0.54
C -1.293 -0.335 -0.133 0.166 0.076 -0.105 0.45
C -0.957 -0.588 -1.589 -0.309 -0.370 0.254 -0.63
N -0.621 -0.809 0.843 -0.455 0.251 -0.305 -0.75
C -2.377 2.551 2.388 -0.167 0.149 0.608 0.27
C -1.947 1.585 3.322 -0.350 0.527 0.330 -0.29
C -2.251 1.770 4.677 -0.205 0.473 -0.362 -0.57
C -2.981 2.909 5.056 0.263 -0.285 -0.560 -0.28
N -3.389 3.851 4.193 0.255 -0.459 -0.139 -0.65
C -3.081 3.660 2.897 0.312 -0.530 0.259 -0.04
C 0.932 1.596 -2.050 -0.274 0.526 -0.407 0.55
O 1.735 0.787 -1.539 0.331 -0.181 -0.042 -0.69
O 0.357 1.551 -3.167 0.392 0.049 0.284 -0.73
H 2.775 0.615 2.139 0.084 -0.052 0.097 0.22
H 1.371 0.173 3.094 0.148 0.072 -0.134 0.17
H 2.964 0.033 3.834 0.052 0.081 -0.164 0.35
H 2.994 2.305 4.407 -0.111 0.076 -0.065 0.41
H 1.257 2.299 4.049 0.074 0.019 -0.085 0.25
H 4.134 4.001 3.124 0.064 -0.069 -0.032 0.34
H 4.408 2.480 2.241 -0.233 -0.014 0.022 0.37
H 3.549 5.184 1.143 -0.184 -0.081 -0.076 0.36
H 4.875 4.124 0.641 -0.075 0.094 0.175 0.34
H 1.528 4.874 0.364 -0.020 -0.088 -0.014 0.30
H 2.129 4.839 -1.294 0.055 -0.059 0.089 0.28
H -0.377 4.050 -1.750 -0.259 0.048 0.215 -0.29
H -2.879 3.299 -1.525 0.122 0.082 0.115 0.36
H -2.868 4.492 -0.221 0.046 -0.069 -0.065 0.40
H -5.062 3.942 -0.117 -0.066 -0.051 0.022 0.26
H -4.630 2.572 0.653 -0.034 0.090 0.058 0.28
H -3.057 0.143 0.972 0.099 0.110 -0.094 0.60
H -3.139 0.592 -0.742 0.032 -0.035 0.074 0.59
H -1.399 0.153 -2.256 0.091 -0.053 0.093 0.49
H -1.393 -1.562 -1.842 0.095 0.174 -0.037 -0.17
H 0.123 -0.596 -1.746 -0.252 -0.126 0.049 -0.04
H 0.153 -1.318 0.431 0.296 -0.136 0.269 0.56
H -1.388 0.709 2.991 -0.085 0.085 -0.021 0.39
H -1.938 1.055 5.433 -0.042 0.086 -0.140 0.40
H -3.243 3.057 6.103 0.023 0.060 -0.168 0.36
H -3.413 4.441 2.212 -0.001 -0.091 0.162 0.33
C -2.472 -5.271 -1.212 -0.005 -0.056 0.012 -0.30
C -2.202 -6.573 -1.269 -0.010 0.037 0.001 -0.40
C -1.903 -7.242 -2.559 0.003 0.022 0.010 0.40
O -1.657 -8.429 -2.611 -0.001 -0.037 -0.004 -0.58
C -1.910 -6.404 -3.784 -0.012 0.034 -0.011 -0.39
C -2.180 -5.103 -3.731 -0.009 -0.046 -0.027 -0.37
C -2.487 -4.434 -2.440 0.130 0.028 0.080 0.44
O -2.722 -3.250 -2.384 -0.211 -0.094 -0.091 -0.59
H -2.688 -4.755 -0.285 0.014 0.031 -0.012 0.45
H -2.185 -7.203 -0.389 0.014 -0.019 -0.009 0.40
H -1.684 -6.915 -4.712 0.013 -0.019 0.012 0.41
H -2.188 -4.469 -4.609 0.006 0.024 0.017 0.45
C 3.848 -2.417 -3.162 -0.019 -0.225 -0.009 -0.51
C 3.104 -1.961 -2.156 0.165 0.101 0.008 -0.01
C 2.297 -2.890 -1.325 0.073 0.343 -0.316 0.31
O 1.616 -2.469 -0.420 -0.040 -0.382 0.272 -0.53
C 2.336 -4.335 -1.662 0.003 -0.117 0.034 -0.45
C 3.082 -4.786 -2.666 -0.035 -0.012 0.039 -0.42
C 3.901 -3.860 -3.492 -0.030 0.256 0.027 0.37
O 4.582 -4.282 -4.405 0.067 -0.127 -0.075 -0.59
H 4.439 -1.761 -3.788 0.001 -0.002 -0.014 0.43
H 3.028 -0.908 -1.906 -0.203 0.091 0.029 0.47
H 1.730 -4.986 -1.043 -0.014 -0.005 0.011 0.49
H 3.132 -5.834 -2.931 0.012 -0.007 -0.026 0.41
```
Positions in Å, forces in eV/Å.

Values from the calculation:
E_HOMO in eV: -4.4
Strongest force on any atom in eV/Å: 1.0
Total charge: -1
Orbital gap in hartree: 0.16527
Lowest unoccupied orbital energy in eV: 0.13
Calculated total energy in hartree: -2469.731962